1.
The following is a DFT calculation (ωB97M-V/def2-TZVPD) of C32H27BrInN2O5SSe as an isolated structure.

```
70
C32H27BrInN2O5SSe ωB97M-V/def2-TZVPD
In -0.3040 0.6348 -1.0999
O -2.2871 -2.5456 -3.4977
S -1.4826 -2.0862 -2.3966
O -0.0521 -1.8843 -2.6112
N -1.9714 -0.7108 -1.6848
C -3.2027 -0.1117 -1.8492
C -4.2944 -0.8394 -2.2078
C -5.5227 -0.0902 -2.2675
C -5.6015 1.2293 -2.1417
C -4.4494 2.0382 -1.9341
C -4.3789 3.4668 -1.7610
C -3.2387 4.0832 -1.3885
C -2.1204 3.2803 -1.1517
N -2.1468 2.0037 -1.3938
C -3.3037 1.3148 -1.7215
C -1.6105 -3.3045 -1.0543
C -1.6212 -4.6210 -1.5116
C -1.2046 -5.6164 -0.6615
C -0.8563 -5.2380 0.6429
C -1.0335 -3.9052 1.0981
C -1.3811 -2.9156 0.2106
H -4.2289 -1.9071 -2.3493
H -6.5475 -0.6248 -2.4449
H -6.5877 1.6625 -2.2981
H -5.3162 4.0509 -1.9950
H -3.1148 5.1230 -1.3277
H -1.1313 3.6535 -0.9034
H -1.8665 -4.8100 -2.5225
H -1.1144 -6.6389 -0.9518
H -0.5521 -5.9674 1.3796
H -0.7407 -3.7270 2.1478
H -1.3097 -1.8624 0.5297
C 8.1732 -0.5039 0.1784
C 6.6825 -0.5507 0.3093
C 5.8588 -1.2619 -0.5625
C 4.5034 -1.4470 -0.3752
C 3.7832 -2.1682 -1.4784
C 3.9179 -0.8329 0.7365
C 2.4764 -1.1459 1.1300
O 1.9591 -2.1390 0.6332
C 4.6408 0.0412 1.5501
C 3.9722 0.8599 2.5794
C 6.0132 0.1995 1.3029
H 8.5393 -1.1221 -0.6487
H 8.5598 -0.8805 1.0974
H 8.5622 0.5194 0.1663
H 6.3617 -1.8325 -1.4000
H 3.9338 -1.8976 -2.5279
H 2.7092 -2.0868 -1.5110
H 3.9995 -3.1951 -1.4052
H 1.8853 -0.5318 1.8382
H 3.5161 1.7392 2.1095
H 4.6193 1.2742 3.2934
H 3.1365 0.4887 3.1846
H 6.5507 0.9410 1.8534
Se 1.6045 2.0254 -1.3808
Br -5.7054 2.6064 1.8565
C -3.8157 3.1380 1.9786
C -3.4248 4.3161 2.5587
C -2.0516 4.4896 2.7840
C -1.1493 3.5115 2.5101
C -1.5901 2.3372 1.9811
C -2.9473 2.1580 1.6781
C -0.6493 1.1633 1.7403
O 0.3466 1.0489 2.4571
O -1.1165 0.2697 0.9131
H -4.1441 5.0650 2.8888
H -1.7754 5.4388 3.1464
H -0.0035 3.6210 2.6967
H -3.3592 1.2091 1.2559
```

Results
charge = -1
multiplicity = 1
E_HOMO = -0.1647 Ha
E_tot = -7285.20817 a.u.
energy above the lowest of the compared OMol25 structures with the same formula, charge and spin = 36.58 kcal/mol

These are the natural (NBO) partial charges, in e, on atoms 1 to 6: 1.4640, -0.9554, 2.3031, -0.9373, -1.0679, 0.2574

=====

2.
The following is a DFT calculation (ωB97M-V/def2-TZVPD) of a 2-piece molecular cluster, C14H16O overall.

```
31
C14H16O ωB97M-V/def2-TZVPD
C 1.4440 -3.5356 -2.1166
C 0.8659 -2.0913 1.3337
C 1.5495 -2.6404 0.2113
C -0.4802 -2.3848 1.4767
C 0.7949 -3.2044 -0.7838
C -1.2197 -2.9949 0.4620
C -0.5991 -3.4029 -0.6921
H 1.3957 -1.4446 2.0147
H 2.5993 -2.4122 0.0834
H -0.9642 -1.7914 2.2467
H -2.2895 -3.1624 0.5110
H 0.7883 -3.6086 -2.9835
H 2.0170 -4.4646 -2.0163
H -1.1210 -3.9205 -1.4819
H 2.1743 -2.7853 -2.4348
C 1.9952 2.2660 0.5236
C -1.5795 2.1580 -0.6858
C -0.2012 1.9440 -0.6035
C -2.1771 3.0992 0.1247
C 0.5404 2.6127 0.3712
C -1.4877 3.7078 1.1356
C -0.0923 3.5471 1.2072
O -3.5609 3.2701 0.1269
H -2.1904 1.7009 -1.4559
H 0.1516 1.3160 -1.4112
H -3.8922 3.3255 -0.7876
H -1.9947 4.3132 1.8715
H 2.0215 1.2042 0.7619
H 2.4606 2.8821 1.2991
H 0.4424 3.9766 2.0334
H 2.6093 2.5207 -0.3418
```

Results
charge = 0
multiplicity = 1
E_HOMO = -0.3144 Ha
SMILES = Cc1ccc(O)cc1.Cc1ccccc1
E_tot = -618.28421 a.u.
energy above the lowest of the compared OMol25 structures with the same formula, charge and spin = 19.94 kcal/mol

These are the natural (NBO) partial charges, in e, on atoms 1 to 6: -0.6332, -0.1835, -0.2264, -0.2392, -0.0159, -0.1983

=====

3.
The following is a DFT calculation (ωB97M-V/def2-TZVPD) of C5H10O as an isolated structure.

```
16
C5H10O ωB97M-V/def2-TZVPD
C -1.4515 0.4073 -1.1462
C -0.2804 0.1536 -0.2584
O 1.1050 1.0021 -1.3048
C 0.2801 -1.1900 0.1757
C 0.7000 -0.5229 1.5177
C 0.1846 0.7967 0.9315
H -2.3560 0.0382 -0.6444
H -1.3521 -0.1046 -2.1071
H -1.5714 1.4780 -1.3259
H 1.8147 0.3960 -1.5729
H -0.5115 -1.9417 0.2828
H 1.0735 -1.6129 -0.4475
H 1.7669 -0.5728 1.7624
H 0.1340 -0.9168 2.3700
H 1.0858 1.1957 -0.0757
H -0.2984 1.6198 1.4557
```

Results
charge = 0
multiplicity = 1
E_HOMO = -0.2999 Ha
E_tot = -271.61024 a.u.
energy above the lowest of the compared OMol25 structures with the same formula, charge and spin = 89.34 kcal/mol

These are the natural (NBO) partial charges, in e, on atoms 1 to 6: -0.6622, 0.3699, -0.9330, -0.4607, -0.3888, -0.5964

=====

4.
The following is a DFT calculation (ωB97M-V/def2-TZVPD) of a 2-piece molecular cluster, C7H13N overall.

```
21
C7H13N ωB97M-V/def2-TZVPD
C 0.4424 -3.0228 3.3296
C 0.9998 -1.3787 0.6241
C 0.8385 -0.0891 0.4167
C -0.2647 -0.3686 -1.8735
C 0.4976 2.0149 -0.9337
C -1.4665 0.7742 0.0672
C -0.0893 0.6316 -0.5758
N -0.2206 -2.0785 3.2073
H 0.5779 -2.0433 -0.1054
H 1.7625 -1.6656 1.4311
H 1.4204 0.5412 1.1525
H 0.8028 -0.3501 -2.4255
H -0.8599 0.1513 -2.6557
H -0.4979 -1.3706 -1.6484
H -0.0626 2.4953 -1.8411
H 0.6195 2.7737 -0.1889
H 1.4350 1.8893 -1.4254
H -1.6455 -0.2675 0.2221
H -2.3285 1.1290 -0.5710
H -1.4797 1.4100 0.9174
H -0.4811 -1.1758 2.8767
```

Results
charge = 0
multiplicity = 1
E_HOMO = -0.3683 Ha
E_tot = -329.15387 a.u.
energy above the lowest of the compared OMol25 structures with the same formula, charge and spin = 73.79 kcal/mol

These are the natural (NBO) partial charges, in e, on atoms 1 to 6: 0.2883, -0.4209, -0.1849, -0.6121, -0.6148, -0.6100

=====

5.
The following is a DFT calculation (ωB97M-V/def2-TZVPD) of C44H30ClN4O7P2PtSe as an isolated structure.

```
90
C44H30ClN4O7P2PtSe ωB97M-V/def2-TZVPD
Pt -0.8293 1.0569 1.0557
Se 1.2449 1.7238 8.4377
N 1.7265 0.6154 7.1468
C 1.0589 0.9738 6.0876
C 1.1713 0.2951 4.7973
C 2.0465 -0.7656 4.5640
C 2.0886 -1.3419 3.3161
C 1.2329 -0.8730 2.3274
N 0.3915 0.1304 2.5516
C 0.3697 0.7367 3.7564
C -0.5030 1.8910 3.9058
N -1.1656 2.2830 2.8090
C -1.9331 3.3629 2.8424
C -2.0955 4.1037 4.0081
C -1.4367 3.7049 5.1494
C -0.6094 2.5810 5.1033
C 0.1697 2.1027 6.2422
N 0.1282 2.6452 7.4257
H 2.6798 -1.1069 5.3742
H 2.7669 -2.1514 3.0941
H 1.2213 -1.3042 1.3376
H -2.4197 3.6429 1.9166
H -2.7315 4.9786 4.0017
H -1.5329 4.2463 6.0830
O -7.1159 0.9301 0.1784
C -5.9394 0.7777 0.2657
C -5.1956 -0.1115 1.2864
O -5.6381 -1.0512 1.8733
C -3.7756 0.4008 1.3041
C -3.6110 1.4010 0.2739
O -2.5288 2.0373 0.1096
C -4.8510 1.5009 -0.5489
O -4.9445 1.9431 -1.6642
O -2.8363 0.0673 2.0261
Cl 2.5545 4.6659 -0.1504
C 3.0302 2.9656 0.0428
C 1.8190 2.0582 0.1816
O 1.8170 1.0168 -0.5064
O 0.9290 2.4062 1.0116
H 3.6427 2.8812 0.9375
H 3.5999 2.6616 -0.8241
C 0.5731 -0.9338 -2.0819
P -0.4790 0.2548 -1.1620
C -0.6063 1.6681 -2.2950
C -1.8460 2.2513 -2.5802
C -1.9264 3.3540 -3.4176
C -0.7782 3.8959 -3.9735
C 0.4577 3.3195 -3.7048
C 0.5468 2.2180 -2.8727
C -2.0101 -0.7533 -1.3173
C -2.8775 -0.7091 -2.4106
C -4.0054 -1.5181 -2.4419
C -4.2736 -2.3907 -1.3949
C -3.3932 -2.4783 -0.3237
C -2.2693 -1.6644 -0.2871
P 1.1722 -2.4817 -1.2296
C 1.4805 -3.4911 -2.7341
C 2.6893 -4.1557 -2.9386
C 2.8920 -4.9125 -4.0876
C 1.8864 -5.0320 -5.0344
C 0.6656 -4.4092 -4.8193
C 0.4594 -3.6580 -3.6706
C 2.8924 -2.0692 -0.7490
C 3.7523 -1.2865 -1.5221
C 5.0691 -1.0927 -1.1348
C 5.5527 -1.6889 0.0271
C 4.7145 -2.4849 0.7925
C 3.3895 -2.6727 0.4015
H 1.4213 -0.4150 -2.5112
H -0.1014 -1.2468 -2.8755
H -2.7590 1.8574 -2.1649
H -2.8958 3.7891 -3.6312
H -0.8421 4.7674 -4.6147
H 1.3578 3.7302 -4.1446
H 1.5162 1.7936 -2.6695
H -2.6797 -0.0469 -3.2456
H -4.6774 -1.4654 -3.2905
H -5.1646 -3.0076 -1.4146
H -3.5909 -3.1647 0.4905
H -1.5911 -1.7400 0.5492
H 3.4860 -4.0768 -2.2094
H 3.8426 -5.4098 -4.2396
H 2.0470 -5.6205 -5.9295
H -0.1332 -4.5145 -5.5439
H -0.5162 -3.2081 -3.5051
H 3.4042 -0.8420 -2.4487
H 5.7308 -0.4932 -1.7506
H 6.5875 -1.5487 0.3181
H 5.0956 -2.9745 1.6829
H 2.7378 -3.3244 0.9796
```

Results
charge = +1
multiplicity = 1
E_HOMO (spin up / spin down) = -0.3719 / -0.3717 Ha
E_tot = -6103.81025 a.u.
energy above the lowest of the compared OMol25 structures with the same formula, charge and spin = 51.95 kcal/mol

These are the Mulliken partial charges, in e, on atoms 1 to 6: 1.5851, 0.3123, -0.8226, 0.6841, 0.7117, -0.7767